Entry 1:
Molecular formula: C3H8O
Method: DFT, ωB97M-V with the def2-TZVPD basis set

HOMO-LUMO gap in Ha: 0.406
HOMO level in eV: -10.2
E in a.u.: -194.213155
Relative energy (zero: lowest compared OMol25 entry of this formula, charge and spin) in kcal per mole: 77.1
Multiplicity: 1

Each line ends with the natural charge from an NBO analysis.
CARTESIAN COORDINATES (ANGSTROEM)
O 2.409 0.190 -0.216  -0.75
C 0.812 -0.361 0.377  -0.14
C -0.126 0.409 -0.514  -0.43
C -1.546 -0.023 -0.081  -0.61
H -2.310 0.225 -0.818  0.22
H 1.197 -1.355 0.187  0.23
H 0.138 1.463 -0.451  0.23
H -1.840 0.487 0.836  0.21
H 0.156 0.080 -1.511  0.22
H -1.495 -1.096 0.090  0.21
H 0.580 -0.329 1.451  0.20
H 2.026 0.310 0.648  0.42



Entry 2:
Molecular formula: C4H8O
Method: DFT, ωB97M-V with the def2-TZVPD basis set

HOMO-LUMO gap in Ha: 0.276
HOMO level in eV: -6.7
E in a.u.: -232.196287
Relative energy (zero: lowest compared OMol25 entry of this formula, charge and spin) in kcal per mole: 156.5
Multiplicity: 1

Each line ends with the natural charge from an NBO analysis.
CARTESIAN COORDINATES (ANGSTROEM)
O 1.331 -0.723 0.092  -0.61
C 0.031 0.109 -0.564  0.10
C -1.158 -0.846 -0.555  -0.49
C -1.233 0.533 0.078  -0.45
C 1.591 0.774 0.461  -0.43
H 2.671 0.904 0.316  0.15
H -1.254 0.564 1.165  0.22
H 0.324 0.505 -1.524  0.23
H 1.110 -1.270 0.866  0.49
H -1.193 -1.697 0.124  0.21
H -1.802 1.336 -0.387  0.23
H -1.664 -1.022 -1.502  0.22
H 1.360 0.856 1.531  0.13



Entry 3:
Molecular formula: C6H10S2
Method: DFT, ωB97M-V with the def2-TZVPD basis set

HOMO-LUMO gap in Ha: 0.335
HOMO level in eV: -8.7
E in a.u.: -1030.800943
Relative energy (zero: lowest compared OMol25 entry of this formula, charge and spin) in kcal per mole: 111.1
Multiplicity: 1

Each line ends with the natural charge from an NBO analysis.
CARTESIAN COORDINATES (ANGSTROEM)
S 2.036 1.823 1.152  -0.03
S -1.604 -0.025 -1.740  0.03
C -0.586 -0.277 -0.291  -0.27
C -0.592 0.714 0.736  -0.40
C 0.994 0.398 0.861  -0.34
C -1.253 -1.510 0.124  -0.14
C 0.879 -0.247 -0.451  -0.42
C -0.687 -2.760 0.159  -0.48
H 1.611 -1.248 -0.366  0.22
H -1.232 -1.178 -2.304  0.13
H 3.111 1.057 2.011  0.16
H -0.462 1.694 0.199  0.22
H -2.044 -1.079 1.076  0.20
H -1.350 -3.433 0.668  0.23
H 0.922 -0.398 1.642  0.23
H -1.389 0.437 1.456  0.23
H 1.118 0.408 -1.253  0.23
H 0.257 -2.939 -0.546  0.22



Entry 4:
Molecular formula: C17H13N4O3RuS3
Method: DFT, ωB97M-V with the def2-TZVPD basis set

HOMO-LUMO gap (spin up / spin down) in Ha: 0.292 / 0.210
HOMO level (spin up / spin down) in eV: -9.0 / -9.6
E in a.u.: -2389.768028
Multiplicity: 6

Each line ends with the Mulliken spin population.
CARTESIAN COORDINATES (ANGSTROEM)
Ru -0.175 -0.276 -1.318  3.04
S 2.113 0.784 -1.351  0.84
S 0.911 -0.747 -3.403  0.69
S -1.703 1.445 -1.571  0.36
O -0.740 -3.932 3.569  0.00
O 0.816 0.176 1.875  0.02
O -1.665 -2.604 -0.704  0.05
N -2.178 6.296 -5.061  -0.01
N -0.390 -1.235 0.528  0.07
N 1.480 5.403 -6.594  0.01
N -1.232 -3.182 1.420  0.01
C -1.124 -2.378 0.404  0.02
C 0.997 2.665 -4.326  -0.01
C 2.160 -3.081 1.747  0.00
C 1.000 4.651 -5.858  0.00
C 0.357 3.819 -4.817  0.02
C -0.148 -1.157 4.304  0.00
C 1.690 -2.366 3.037  0.00
C -0.604 -3.083 2.708  0.00
C 0.262 -1.818 2.933  0.01
C -1.595 -0.694 4.309  0.00
C -0.911 2.419 -2.802  0.01
C -0.864 4.250 -4.284  -0.01
C 0.233 -0.873 1.746  0.00
C 0.965 0.863 -2.679  -0.18
C -1.489 3.569 -3.258  0.00
C -1.520 5.368 -4.825  0.00
C 0.371 2.007 -3.288  0.07
H 1.625 -3.140 3.860  0.00
H -1.811 0.090 3.564  0.00
H -2.449 3.977 -2.854  0.00
H -1.712 -4.028 1.299  0.00
H 1.754 -4.049 1.563  0.00
H -2.235 -1.599 4.038  0.00
H 2.399 -1.577 3.308  0.00
H -0.171 -2.003 5.035  0.00
H 3.199 -3.228 1.794  0.00
H 1.850 2.233 -4.825  0.00
H 1.997 -2.316 0.946  0.00
H -1.983 -0.322 5.241  0.00
H 0.519 -0.326 4.594  0.00



Entry 5:
Molecular formula: C11H26ClCoI2N2P2Se
Method: DFT, ωB97M-V with the def2-TZVPD basis set

HOMO-LUMO gap (spin up / spin down) in Ha: 0.230 / 0.179
HOMO level (spin up / spin down) in eV: -14.4 / -14.7
E in a.u.: -6066.227840
Relative energy (zero: lowest compared OMol25 entry of this formula, charge and spin) in kcal per mole: 0.0
Multiplicity: 5
Total charge: +2

Each line ends with the Mulliken spin population.
CARTESIAN COORDINATES (ANGSTROEM)
I -0.045 -1.061 -2.773  0.22
I -0.221 3.174 -2.677  0.77
Se -0.720 -2.146 0.016  0.73
Co -0.233 1.033 -1.554  2.04
Cl -0.272 1.405 0.682  0.07
P -2.588 1.128 -1.262  0.02
P 2.096 1.083 -1.257  -0.01
N -0.351 -1.772 2.827  0.06
N 1.341 -2.803 1.941  0.05
C -3.038 2.811 -0.706  0.02
C -3.472 0.982 -2.846  0.00
C 2.851 -0.119 -0.115  0.00
C 0.134 -2.236 1.637  -0.08
C -3.529 0.083 -0.101  0.00
C 3.023 0.890 -2.814  0.01
C 2.211 -3.436 0.970  0.00
C 2.650 2.701 -0.631  0.01
C 0.536 -2.038 3.853  0.05
C -1.616 -1.082 2.981  0.00
C 1.593 -2.688 3.297  0.04
H 3.162 -2.894 0.895  0.00
H -1.924 -1.173 4.029  0.00
H 3.916 0.120 0.042  0.00
H 2.328 -0.085 0.848  0.00
H 0.306 -1.776 4.878  0.01
H -3.237 0.010 -3.295  0.00
H -3.288 0.368 0.931  0.00
H 2.409 -4.465 1.285  0.00
H -3.280 -0.977 -0.247  0.01
H -4.607 0.239 -0.284  0.00
H 2.885 -0.126 -3.200  0.00
H 2.258 3.492 -1.280  0.00
H -2.355 -1.551 2.323  -0.01
H 2.632 1.618 -3.534  0.00
H -2.669 2.962 0.313  0.00
H -2.574 3.560 -1.361  0.00
H -4.548 1.059 -2.634  0.00
H 2.474 -3.093 3.756  0.00
H 2.765 -1.130 -0.528  0.00
H 1.703 -3.420 -0.002  0.00
H 4.088 1.089 -2.620  0.00
H 3.748 2.731 -0.625  0.00
H 2.262 2.851 0.381  0.00
H -4.132 2.910 -0.743  0.00
H -3.143 1.791 -3.506  0.00
H -1.530 -0.019 2.711  0.00



Entry 6:
Molecular formula: C8H20F2N5O8S2Tl
Method: DFT, ωB97M-V with the def2-TZVPD basis set

HOMO-LUMO gap in Ha: 0.118
HOMO level in eV: -16.0
E in a.u.: -2360.366227
Relative energy (zero: lowest compared OMol25 entry of this formula, charge and spin) in kcal per mole: 51.1
Multiplicity: 1
Total charge: +2

Each line ends with the natural charge from an NBO analysis.
CARTESIAN COORDINATES (ANGSTROEM)
Tl -0.808 0.316 -0.158  1.33
S -1.923 -1.685 -3.333  2.40
S -3.586 -0.007 -3.208  2.39
F -3.446 1.513 -2.804  -0.49
F -0.710 -2.228 -2.358  -0.53
O -3.603 0.068 -4.627  -0.75
O 1.047 -1.810 -0.495  -0.56
O -2.893 -2.726 -3.209  -0.76
O -1.152 -1.568 -4.530  -0.73
O -4.742 -0.387 -2.461  -0.82
O -3.027 2.037 0.395  -0.62
O 1.580 1.977 -0.205  -0.62
O 1.094 -0.129 2.037  -0.65
N 2.797 2.351 1.640  -0.73
N 2.827 -1.866 -1.851  -0.78
N 0.857 -0.152 4.307  -0.77
N -4.332 3.821 0.374  -0.74
N -2.122 -0.427 -2.467  -0.98
C 1.456 -0.469 3.170  0.70
C -4.180 2.492 0.258  0.70
C -5.424 1.685 -0.007  -0.71
C 2.656 -1.402 3.321  -0.70
C 2.609 -3.705 -0.293  -0.69
C 2.687 1.974 0.379  0.70
C 2.065 -2.382 -0.870  0.70
C 3.852 1.455 -0.424  -0.71
H 1.769 -4.288 0.085  0.26
H -6.313 2.298 0.110  0.24
H 3.355 -1.002 4.053  0.25
H 1.970 2.459 2.202  0.42
H 3.546 -2.384 -2.331  0.42
H -5.441 0.840 0.679  0.26
H -3.581 4.369 0.757  0.43
H 2.281 -2.369 3.659  0.26
H -5.281 4.124 0.232  0.42
H 0.163 0.578 4.216  0.41
H 1.207 -0.357 5.228  0.43
H 3.707 2.381 2.074  0.42
H 3.108 -1.535 2.341  0.23
H -5.388 1.304 -1.028  0.27
H 3.285 -3.551 0.543  0.26
H 2.652 -0.981 -2.302  0.41
H 4.301 2.104 -1.169  0.28
H 2.991 -4.247 -1.156  0.25
H 3.465 0.573 -0.932  0.23
H 4.621 0.939 0.158  0.24



Entry 7:
Molecular formula: C4H12ClMgO4S
Method: DFT, ωB97M-V with the def2-TZVPD basis set

HOMO-LUMO gap in Ha: 0.163
HOMO level in eV: -13.0
E in a.u.: -1518.715330
Relative energy (zero: lowest compared OMol25 entry of this formula, charge and spin) in kcal per mole: 69.4
Multiplicity: 1
Total charge: +1

Each line ends with the natural charge from an NBO analysis.
CARTESIAN COORDINATES (ANGSTROEM)
Cl -0.835 -2.673 0.003  -0.74
S -1.267 2.268 0.049  2.36
Mg -1.859 -4.598 0.468  1.76
O -0.122 3.121 -0.073  -0.91
O -1.214 1.511 1.472  -0.73
O 2.024 -2.984 -2.092  -0.72
O -2.601 2.779 -0.064  -0.90
C 1.726 -1.833 -2.877  -0.25
C -1.200 0.801 -1.052  -0.88
C 0.022 0.871 1.890  -0.08
C 0.430 1.488 3.195  -0.64
H 0.538 2.567 3.159  0.24
H -0.267 0.261 -0.864  0.22
H 1.733 -0.942 -2.241  0.16
H -1.920 0.049 -0.734  0.23
H 0.742 -1.910 -3.353  0.16
H -1.307 1.143 -2.074  0.26
H -0.278 1.157 3.960  0.21
H 1.215 -3.360 -1.750  0.45
H -0.161 -0.201 1.944  0.17
H 0.761 1.109 1.117  0.20
H 2.458 -1.747 -3.676  0.20
H 1.382 1.120 3.594  0.22



Entry 8:
Molecular formula: C4H24O9S2
Method: DFT, ωB97M-V with the def2-TZVPD basis set

HOMO-LUMO gap (spin up / spin down) in Ha: 0.097 / 0.235
HOMO level (spin up / spin down) in eV: -0.1 / -3.9
E in a.u.: -1640.303707
Multiplicity: 2
Total charge: -1

Each line ends with the Mulliken spin population.
CARTESIAN COORDINATES (ANGSTROEM)
S -1.596 2.015 2.826  0.01
S -0.738 0.375 3.552  0.04
O -1.928 -2.391 3.900  0.00
O 2.839 2.769 -0.926  0.01
O 0.214 1.014 -2.283  0.01
O -1.892 -3.202 -3.103  0.00
O 0.077 3.787 -1.803  -0.02
O 0.410 -4.299 -2.069  0.00
O 2.459 -2.120 0.519  0.01
O 2.858 2.270 1.791  0.20
O -1.488 -0.649 -3.807  0.00
C -2.521 1.705 1.255  0.00
C 0.317 -0.438 2.331  0.02
C 1.316 0.435 1.588  -0.08
C 2.118 1.394 2.385  0.64
H 0.807 -1.267 2.818  -0.01
H -0.175 1.904 -2.160  0.00
H -1.935 -0.067 -4.422  0.00
H -0.539 -4.123 -2.161  0.00
H -1.720 1.576 0.531  0.01
H -2.313 -1.615 3.469  0.00
H -3.233 0.886 1.394  0.00
H -3.154 2.543 0.950  0.00
H 1.151 1.033 -1.994  0.00
H -1.015 -0.181 -3.085  0.00
H 3.783 2.733 -1.115  0.00
H 2.160 1.361 3.482  0.04
H 0.007 4.524 -2.408  0.00
H 2.092 -2.649 -0.199  0.00
H 0.665 -4.891 -2.764  0.00
H -2.674 -2.947 4.083  0.00
H 2.911 2.608 0.067  -0.01
H 0.663 4.094 -1.096  0.01
H 2.213 -2.555 1.338  0.00
H 0.795 0.931 0.745  0.11
H -0.352 -0.876 1.588  0.00
H 1.964 -0.220 0.984  0.00
H -2.850 -3.224 -3.034  0.00
H -1.699 -2.244 -3.166  0.00